[1]
{"formula": "C19H15Br2KN5OS4", "method": "ωB97M-V/def2-TZVPD", "species": ["K", "Br", "C", "C", "C", "Br", "C", "C", "C", "C", "N", "C", "C", "O", "H", "H", "H", "H", "C", "N", "C", "N", "S", "H", "H", "H", "H", "H", "H", "S", "C", "S", "C", "N", "N", "C", "C", "C", "C", "C", "C", "S", "H", "H", "H", "H", "H"], "positions_angstrom": [[-0.327, 1.599, -1.631], [-4.254, -1.440, -0.320], [-2.740, -1.010, 0.746], [-2.419, -1.861, 1.795], [-1.355, -1.568, 2.605], [-0.997, -2.718, 4.083], [-0.563, -0.414, 2.368], [0.543, -0.059, 3.174], [1.244, 1.084, 2.901], [0.829, 1.875, 1.816], [-0.192, 1.586, 1.045], [-0.899, 0.462, 1.291], [-2.042, 0.175, 0.422], [-2.366, 0.927, -0.548], [-3.029, -2.737, 1.971], [0.826, -0.704, 3.994], [2.100, 1.382, 3.491], [1.369, 2.791, 1.579], [-4.858, 2.405, -2.619], [-4.082, 3.069, -1.586], [-3.569, 4.279, -1.750], [-3.982, 4.984, -2.823], [-2.457, 4.939, -0.691], [-5.153, 1.435, -2.238], [-4.287, 2.252, -3.539], [-5.767, 2.967, -2.860], [-3.554, 2.441, -1.008], [-4.758, 4.676, -3.385], [-3.716, 5.949, -2.851], [6.261, -2.096, -1.936], [4.799, -1.314, -2.094], [4.514, -0.252, -3.458], [2.856, 0.036, -2.913], [2.574, -0.623, -1.833], [3.656, -1.387, -1.367], [3.418, -2.188, -0.210], [2.095, -2.496, 0.120], [1.827, -3.294, 1.218], [2.853, -3.774, 2.014], [4.164, -3.454, 1.698], [4.456, -2.671, 0.592], [1.804, 1.064, -3.757], [1.292, -2.126, -0.493], [0.804, -3.542, 1.448], [2.629, -4.397, 2.875], [4.978, -3.820, 2.313], [5.477, -2.432, 0.346]], "mulliken_charge": [0.95, -0.26, -0.05, -0.37, -0.05, -0.23, 1.09, -0.83, -0.56, -0.57, -0.52, 0.23, 0.57, -1.02, 0.41, 0.30, 0.40, 0.40, -0.98, -0.07, 0.37, -0.39, -0.43, 0.26, 0.33, 0.37, 0.21, 0.17, 0.21, -0.44, 0.27, -0.18, 0.12, -0.65, 0.52, 0.54, -0.34, -0.42, -0.58, -0.66, -0.46, -0.57, 0.47, 0.45, 0.39, 0.35, 0.23], "de_lowest_ev": 0.2137, "total_energy_ev": -229200.4535, "gap_ev": 6.86, "charge": -1, "largest_force_ev_per_a": 1.11}


[2]
{"formula": "C19H15BrN11Pt", "method": "ωB97M-V/def2-TZVPD", "species": ["Pt", "N", "C", "N", "N", "N", "N", "C", "N", "N", "N", "N", "H", "N", "C", "C", "C", "C", "C", "C", "C", "C", "C", "C", "C", "C", "H", "H", "H", "H", "H", "H", "H", "H", "H", "H", "Br", "C", "C", "C", "C", "N", "C", "H", "H", "H", "H"], "positions_angstrom": [[-0.161, -0.040, 0.048], [-0.121, 0.614, 3.689], [-1.301, 0.753, 2.990], [-2.407, 1.244, 3.528], [-3.309, 1.227, 2.530], [-2.782, 0.750, 1.454], [-1.499, 0.422, 1.708], [1.064, 0.190, 3.141], [2.204, 0.049, 3.812], [3.077, -0.420, 2.905], [2.499, -0.550, 1.757], [1.208, -0.167, 1.866], [-0.114, 0.905, 4.649], [0.265, -2.314, 0.278], [-0.333, -3.133, -0.696], [-1.133, -4.201, -0.302], [-1.724, -5.029, -1.239], [-1.515, -4.786, -2.588], [-0.753, -3.696, -2.977], [-0.149, -2.842, -2.052], [0.563, -1.628, -2.533], [1.254, -1.739, -3.747], [1.750, -0.634, -4.414], [1.540, 0.623, -3.869], [0.923, 0.733, -2.633], [0.450, -0.365, -1.897], [0.104, -2.622, 1.226], [1.248, -2.104, 0.132], [-1.295, -4.375, 0.756], [-2.341, -5.857, -0.915], [-1.966, -5.426, -3.336], [-0.644, -3.482, -4.032], [1.421, -2.722, -4.170], [2.280, -0.754, -5.351], [1.877, 1.516, -4.384], [0.812, 1.733, -2.229], [3.588, 4.355, -0.376], [1.769, 3.816, -0.466], [0.833, 4.645, -1.063], [-0.488, 4.215, -1.065], [-0.804, 3.000, -0.488], [0.116, 2.212, 0.075], [1.388, 2.611, 0.091], [1.127, 5.586, -1.504], [-1.262, 4.832, -1.500], [-1.822, 2.633, -0.441], [2.107, 1.950, 0.563]], "mulliken_charge": [0.73, -0.05, 0.48, -0.58, -0.64, -0.44, 0.22, 0.37, -0.56, -0.68, -0.62, 0.56, 0.22, -0.49, 0.49, -0.76, -0.60, -0.71, -0.78, 0.84, 1.03, -0.70, -0.70, -0.84, 0.13, -0.35, 0.19, 0.44, 0.34, 0.37, 0.37, 0.47, 0.52, 0.36, 0.38, 0.16, -0.21, -0.33, -0.10, -0.77, -0.16, -0.31, -0.01, 0.47, 0.38, 0.47, 0.43], "de_lowest_ev": 1.6716, "total_energy_ev": -109626.6606, "gap_ev": [6.24, 6.25], "charge": -1, "largest_force_ev_per_a": 1.88}


[3]
{"formula": "C19H15BrN11Pt", "method": "ωB97M-V/def2-TZVPD", "species": ["Pt", "N", "C", "N", "N", "N", "N", "C", "N", "N", "N", "N", "H", "N", "C", "C", "C", "C", "C", "C", "C", "C", "C", "C", "C", "C", "H", "H", "H", "H", "H", "H", "H", "H", "H", "H", "Br", "C", "C", "C", "C", "N", "C", "H", "H", "H", "H"], "positions_angstrom": [[-0.153, 0.065, -0.138], [-3.093, -1.708, -1.108], [-3.161, -0.335, -1.231], [-4.296, 0.291, -1.499], [-3.948, 1.592, -1.552], [-2.686, 1.732, -1.328], [-2.139, 0.505, -1.126], [-1.992, -2.449, -0.734], [-2.028, -3.766, -0.598], [-0.775, -4.097, -0.229], [-0.038, -3.043, -0.157], [-0.786, -1.965, -0.486], [-3.962, -2.205, -1.182], [1.931, -1.089, 0.568], [2.415, -0.773, 1.860], [3.777, -0.522, 2.016], [4.315, -0.172, 3.243], [3.476, -0.075, 4.341], [2.118, -0.308, 4.180], [1.544, -0.652, 2.953], [0.051, -0.785, 2.900], [-0.576, -1.391, 3.994], [-1.948, -1.337, 4.164], [-2.712, -0.629, 3.245], [-2.100, -0.066, 2.132], [-0.723, -0.175, 1.900], [2.689, -1.119, -0.102], [1.407, -1.972, 0.511], [4.424, -0.612, 1.148], [5.377, 0.020, 3.334], [3.868, 0.199, 5.313], [1.458, -0.179, 5.028], [0.028, -1.925, 4.721], [-2.412, -1.834, 5.007], [-3.785, -0.542, 3.374], [-2.719, 0.447, 1.404], [4.252, 3.561, 1.171], [2.459, 3.434, 0.584], [1.661, 4.558, 0.495], [0.365, 4.383, 0.047], [-0.091, 3.116, -0.279], [0.692, 2.035, -0.171], [1.953, 2.194, 0.246], [2.043, 5.533, 0.764], [-0.307, 5.225, -0.050], [-1.098, 2.936, -0.643], [2.556, 1.302, 0.325]], "mulliken_charge": [0.71, -0.08, 0.58, -0.53, -0.77, -0.44, 0.08, 0.60, -0.57, -0.78, -0.44, 0.31, 0.23, -0.25, 0.45, -0.55, -0.63, -0.77, -0.90, 0.31, 0.65, -0.63, -0.74, -0.77, -0.71, 0.26, 0.23, 0.51, 0.34, 0.39, 0.38, 0.50, 0.50, 0.35, 0.39, 0.33, -0.21, -0.13, -0.17, -0.75, -0.11, -0.08, -0.02, 0.44, 0.42, 0.58, 0.50], "total_energy_ev": -109626.4526, "multiplicity": 3, "gap_ev": [5.71, 7.07], "charge": -1, "largest_force_ev_per_a": 0.48}


[4]
{"formula": "C19H15BrN3OReS2SbSe4", "method": "ωB97M-V/def2-TZVPD", "species": ["Re", "Br", "C", "C", "C", "C", "O", "C", "C", "N", "C", "C", "C", "C", "C", "C", "C", "C", "N", "C", "C", "H", "H", "H", "H", "H", "H", "H", "H", "H", "H", "Se", "Sb", "Se", "Se", "Se", "S", "C", "N", "C", "C", "S", "H", "H", "H", "H", "H"], "positions_angstrom": [[0.828, -0.042, 0.584], [0.269, -7.074, -1.852], [0.697, -5.393, -1.183], [2.029, -5.057, -0.931], [2.357, -3.816, -0.418], [1.382, -2.888, -0.142], [1.792, -1.670, 0.364], [0.045, -3.221, -0.371], [-1.024, -2.409, 0.060], [-0.924, -1.226, 0.611], [-2.069, -0.613, 1.232], [-3.370, -1.027, 1.197], [-4.356, -0.335, 1.937], [-4.022, 0.736, 2.710], [-2.683, 1.183, 2.743], [-2.237, 2.264, 3.534], [-0.905, 2.609, 3.554], [-0.020, 1.932, 2.744], [-0.402, 0.912, 1.939], [-1.732, 0.505, 1.977], [-0.279, -4.492, -0.907], [2.808, -5.779, -1.138], [3.390, -3.544, -0.236], [-2.008, -2.865, -0.021], [-3.679, -1.883, 0.605], [-5.383, -0.679, 1.895], [-4.772, 1.250, 3.305], [-2.954, 2.809, 4.144], [-0.539, 3.412, 4.182], [1.019, 2.208, 2.725], [-1.319, -4.749, -1.086], [3.983, 2.846, -0.803], [6.232, 2.965, -0.166], [4.551, -0.347, 0.564], [2.877, 1.133, 1.087], [6.365, 0.803, 1.295], [0.548, 0.026, -1.741], [0.646, 1.633, -2.475], [-0.425, 2.280, -2.794], [-0.271, 3.466, -3.676], [1.231, 3.792, -3.701], [2.088, 2.315, -3.045], [-1.341, 1.899, -2.588], [-0.851, 4.294, -3.284], [-0.655, 3.224, -4.662], [1.490, 4.628, -3.063], [1.596, 3.985, -4.703]], "mulliken_charge": [0.72, -0.08, -0.36, -0.45, -0.62, 0.55, -0.48, 0.40, 0.43, -0.11, 0.32, -0.76, -1.01, -0.93, 0.78, -0.33, -0.98, 0.08, 0.24, 0.76, -0.71, 0.46, 0.40, 0.21, 0.42, 0.44, 0.46, 0.50, 0.43, 0.33, 0.51, -0.10, 0.64, 0.26, 0.14, -0.17, -0.25, 0.39, -0.14, -0.66, -0.36, -0.04, 0.27, 0.33, 0.33, 0.31, 0.42], "de_lowest_ev": 0.7579, "total_energy_ev": -388205.7406, "gap_ev": [5.23, 5.30], "charge": 3, "largest_force_ev_per_a": 1.59}


[5]
{"formula": "C19H15F2N3O2", "method": "ωB97M-V/def2-TZVPD", "species": ["C", "C", "C", "C", "O", "N", "C", "C", "C", "C", "F", "C", "N", "C", "N", "O", "C", "C", "C", "C", "C", "C", "C", "F", "C", "C", "H", "H", "H", "H", "H", "H", "H", "H", "H", "H", "H", "H", "H", "H", "H"], "positions_angstrom": [[-2.572, -2.744, -2.452], [-1.645, -1.575, -2.155], [-0.909, -1.064, -3.205], [0.188, -0.057, -2.914], [0.852, 0.323, -3.872], [0.384, 0.429, -1.622], [1.433, 1.304, -1.243], [1.608, 2.530, -1.930], [2.592, 3.435, -1.559], [3.394, 3.196, -0.447], [4.370, 4.097, -0.164], [3.184, 2.066, 0.334], [3.929, 1.915, 1.524], [3.569, 1.164, 2.609], [4.301, 1.251, 3.748], [2.513, 0.596, 2.730], [2.253, 1.103, -0.124], [-0.529, 0.044, -0.638], [-1.472, -0.943, -0.804], [-2.358, -1.326, 0.335], [-3.736, -1.372, 0.229], [-4.574, -1.814, 1.307], [-4.013, -2.180, 2.519], [-4.806, -2.599, 3.540], [-2.635, -2.109, 2.651], [-1.804, -1.682, 1.582], [-2.289, -3.581, -1.798], [-2.493, -3.045, -3.499], [-3.602, -2.446, -2.196], [-1.036, -1.397, -4.234], [0.940, 2.720, -2.776], [2.759, 4.318, -2.156], [4.702, 2.553, 1.691], [4.898, 2.038, 3.800], [3.755, 0.987, 4.571], [2.105, 0.190, 0.374], [-0.505, 0.497, 0.355], [-4.215, -0.928, -0.626], [-5.657, -1.813, 1.199], [-2.135, -2.402, 3.558], [-0.742, -1.676, 1.757]], "mulliken_charge": [-1.32, 1.08, -1.17, 0.48, -0.65, 0.19, -0.27, -0.42, -0.65, 0.89, -0.33, -0.27, -0.21, 0.56, -0.51, -0.60, -0.47, -0.60, 0.46, -0.24, -0.26, -0.60, 0.29, -0.32, -0.54, -0.52, 0.33, 0.36, 0.31, 0.37, 0.37, 0.41, 0.26, 0.18, 0.27, 0.56, 0.65, 0.60, 0.39, 0.42, 0.53], "total_energy_ev": -33947.0696, "gap_ev": 8.53, "charge": 0, "largest_force_ev_per_a": 3.15}


[6]
{"formula": "C19H15F6IN3O3SeV", "method": "ωB97M-V/def2-TZVPD", "species": ["V", "C", "C", "N", "C", "C", "C", "O", "C", "C", "N", "C", "C", "C", "C", "C", "C", "I", "C", "O", "H", "H", "H", "H", "H", "H", "H", "H", "H", "H", "H", "H", "Se", "C", "N", "C", "C", "O", "C", "F", "F", "F", "C", "F", "F", "F", "H", "H", "H"], "positions_angstrom": [[0.078, 0.092, -0.022], [3.618, -2.008, -1.821], [3.878, -0.708, -1.127], [5.131, -0.293, -0.977], [5.397, 0.849, -0.356], [4.428, 1.711, 0.150], [4.871, 3.000, 0.793], [3.962, 3.358, 1.823], [3.096, 1.303, 0.009], [2.005, 2.182, 0.362], [0.749, 1.862, 0.332], [-0.304, 2.819, 0.559], [-0.669, 3.148, 1.858], [-1.694, 4.057, 2.057], [-2.349, 4.612, 0.965], [-1.990, 4.270, -0.334], [-0.965, 3.365, -0.542], [-0.399, 2.809, -2.475], [2.847, 0.072, -0.616], [1.557, -0.343, -0.778], [4.495, -2.283, -2.400], [2.750, -1.947, -2.475], [3.432, -2.798, -1.090], [6.446, 1.105, -0.262], [4.930, 3.782, 0.027], [5.879, 2.852, 1.186], [4.349, 4.060, 2.358], [2.241, 3.206, 0.639], [-0.139, 2.705, 2.693], [-1.980, 4.334, 3.062], [-3.151, 5.320, 1.121], [-2.507, 4.710, -1.176], [-0.755, -1.913, 4.020], [-0.315, -1.146, 2.616], [0.017, -0.577, 1.571], [-2.954, -0.565, -2.567], [-2.681, -0.710, -1.087], [-1.476, -0.050, -0.714], [-2.477, -2.200, -0.707], [-2.381, -2.368, 0.618], [-3.446, -2.957, -1.170], [-1.307, -2.604, -1.234], [-3.781, -0.028, -0.234], [-4.922, -0.686, -0.347], [-3.431, 0.033, 1.054], [-3.942, 1.225, -0.664], [-2.190, -1.085, -3.141], [-2.961, 0.488, -2.837], [-3.927, -1.000, -2.793]], "mulliken_charge": [1.28, -1.30, 0.56, -0.51, -0.69, 0.18, -0.68, -0.56, -0.09, 0.04, 0.25, -0.20, -0.18, -0.87, -0.60, -0.53, 0.38, 0.14, 0.61, -0.54, 0.39, 0.38, 0.31, 0.41, 0.33, 0.51, 0.32, 0.70, 0.55, 0.46, 0.45, 0.45, 0.20, 0.42, -0.70, -1.63, 0.58, 0.23, 0.50, -0.21, -0.24, -0.25, 0.57, -0.22, -0.21, -0.23, 0.40, 0.40, 0.45], "de_lowest_ev": 0.0000, "total_energy_ev": -145983.1326, "gap_ev": [5.14, 5.09], "charge": 2, "largest_force_ev_per_a": 0.83}


[7]
{"formula": "C19H15FeN2O4S", "method": "ωB97M-V/def2-TZVPD", "species": ["Fe", "O", "C", "O", "C", "C", "C", "C", "C", "N", "C", "O", "O", "H", "H", "H", "H", "N", "S", "C", "C", "C", "C", "C", "C", "C", "C", "C", "C", "C", "C", "H", "H", "H", "H", "H", "H", "H", "H", "H", "H", "H"], "positions_angstrom": [[1.579, 0.872, 0.818], [0.890, -1.179, 4.453], [1.293, -0.550, 3.377], [0.549, -0.142, 2.494], [2.777, -0.350, 3.274], [3.763, -0.798, 4.120], [5.086, -0.508, 3.750], [5.358, 0.187, 2.585], [4.289, 0.598, 1.789], [3.054, 0.326, 2.162], [4.369, 1.339, 0.449], [5.450, 1.692, 0.050], [3.207, 1.489, -0.107], [-0.076, -1.273, 4.444], [3.532, -1.349, 5.020], [5.898, -0.839, 4.383], [6.366, 0.418, 2.270], [0.149, 0.891, -0.588], [-1.453, 0.873, -0.476], [-2.042, -0.802, -0.523], [-1.764, -1.638, -1.599], [-2.203, -2.949, -1.557], [-2.918, -3.408, -0.454], [-3.195, -2.565, 0.610], [-2.749, -1.249, 0.582], [-2.037, 1.490, -2.043], [-1.217, 2.333, -2.777], [-1.699, 2.859, -3.969], [-2.980, 2.556, -4.399], [-3.797, 1.726, -3.641], [-3.331, 1.186, -2.454], [0.464, 0.488, -1.469], [-1.226, -1.267, -2.463], [-1.999, -3.612, -2.386], [-3.266, -4.432, -0.432], [-3.762, -2.926, 1.456], [-2.958, -0.575, 1.404], [-0.226, 2.582, -2.426], [-1.067, 3.512, -4.556], [-3.349, 2.970, -5.328], [-4.798, 1.493, -3.976], [-3.963, 0.533, -1.868]], "mulliken_charge": [0.57, -0.39, 0.39, -0.57, 0.38, -0.33, -0.31, -0.48, 0.68, -0.44, 0.32, -0.59, -0.72, 0.41, 0.52, 0.45, 0.51, -0.23, 0.25, 0.40, -0.25, -0.72, -0.41, -0.63, -0.19, 0.48, -0.39, -0.57, -0.47, -0.60, -0.50, 0.23, 0.36, 0.41, 0.41, 0.42, 0.42, 0.54, 0.40, 0.40, 0.39, 0.43], "de_lowest_ev": 0.0998, "total_energy_ev": -76334.5066, "multiplicity": 5, "gap_ev": [8.44, 8.51], "charge": 1, "largest_force_ev_per_a": 0.73}


[8]
{"formula": "C19H15NO6", "method": "ωB97M-V/def2-TZVPD", "species": ["C", "C", "C", "C", "C", "C", "C", "C", "C", "O", "O", "N", "C", "O", "C", "C", "C", "C", "C", "O", "O", "C", "C", "C", "O", "C", "H", "H", "H", "H", "H", "H", "H", "H", "H", "H", "H", "H", "H", "H", "H"], "positions_angstrom": [[-1.287, -2.098, -1.519], [0.084, -2.017, -0.918], [0.507, -2.966, 0.004], [1.769, -2.887, 0.563], [2.616, -1.843, 0.235], [2.208, -0.876, -0.670], [3.046, 0.340, -0.952], [2.608, 1.530, -0.066], [3.157, 1.535, 1.361], [2.828, 2.352, 2.176], [4.077, 0.604, 1.588], [1.166, 1.592, 0.033], [0.361, 2.255, -0.879], [0.759, 2.959, -1.771], [-1.029, 1.874, -0.519], [-2.233, 2.220, -1.099], [-3.387, 1.654, -0.572], [-3.330, 0.770, 0.504], [-4.609, 0.196, 0.999], [-5.694, 0.473, 0.555], [-4.442, -0.677, 1.998], [-2.109, 0.430, 1.096], [-0.971, 0.994, 0.567], [0.453, 0.812, 0.939], [0.941, 0.165, 1.827], [0.951, -0.988, -1.255], [-1.390, -3.009, -2.108], [-1.484, -1.245, -2.164], [-2.043, -2.121, -0.735], [-0.159, -3.769, 0.283], [2.089, -3.635, 1.273], [3.590, -1.768, 0.694], [2.918, 0.640, -1.994], [4.100, 0.139, -0.768], [2.932, 2.470, -0.533], [4.360, 0.637, 2.516], [-2.270, 2.901, -1.935], [-4.356, 1.884, -0.989], [-5.303, -1.017, 2.290], [-2.062, -0.253, 1.930], [0.637, -0.253, -1.985]], "mulliken_charge": [-1.67, 0.57, -0.66, -0.81, -0.32, 0.13, -1.47, -0.08, 0.30, -0.58, -0.42, 0.36, 0.17, -0.67, 0.32, -0.78, -0.51, 0.57, 0.39, -0.59, -0.44, -0.64, 0.64, -0.15, -0.58, 0.22, 0.46, 0.32, 0.30, 0.46, 0.41, 0.41, 0.43, 0.52, 0.50, 0.37, 0.53, 0.49, 0.35, 0.58, 0.57], "de_lowest_ev": 0.0000, "total_energy_ev": -33724.0008, "gap_ev": 8.17, "charge": 0, "largest_force_ev_per_a": 0.77}


Sequential molar mass output: 656.54 672.39 672.39 1069.19 355.34 704.14 423.25 353.33 g/mol